DFT (the ωB97M-V functional and the def2-TZVPD basis) results for an isolated molecule of C11H12N2S.

As for the energy above the lowest of the compared OMol25 structures with the same formula, charge and spin: 0.988 eV. The HOMO energy is -0.300 Eh. Its structure (SMILES) is C=C[C@H]1CNC(=S)N1c1ccccc1. For the LUMO energy, the calculation gives 0.7 eV.

```
! wB97M-V def2-TZVPD RIJCOSX def2/J DEFGRID3
* xyz 0 1
C -2.72281 -1.02064 -1.41808
C -2.00890 0.08659 -1.11062
C -0.54864 0.29366 -1.41706
C -0.38025 1.32245 -2.51207
N 0.65948 2.22259 -1.99931
C 0.90564 1.94290 -0.65598
S 1.86211 3.07146 0.16991
N 0.19393 0.79713 -0.22499
C 0.55231 -0.05812 0.83273
C 1.80882 0.02278 1.44448
C 2.20453 -0.79690 2.48506
C 1.33569 -1.76709 2.98721
C 0.12020 -1.92962 2.35600
C -0.23771 -1.10752 1.29083
H -3.72109 -1.18090 -1.10742
H -2.22739 -1.84046 -1.90991
H -2.50290 0.89168 -0.56856
H -0.08298 -0.63716 -1.73841
H -0.07666 0.86681 -3.46084
H -1.35339 1.83481 -2.70735
H 0.62203 3.18957 -2.23827
H 2.53645 0.73469 1.15270
H 3.17167 -0.64028 2.97138
H 1.63820 -2.33876 3.81325
H -0.54854 -2.69915 2.71482
H -1.19979 -1.26052 0.85049
*
```

---

DFT (the ωB97M-V functional and the def2-TZVPD basis) results for a cluster of 2 separate species, C4H12NOS in total.

As for the energy above the lowest of the compared OMol25 structures with the same formula, charge and spin: 1.762 eV. The HOMO energy is -0.106 Eh. For the LUMO energy, the calculation gives 3.5 eV.

```
! wB97M-V def2-TZVPD RIJCOSX def2/J DEFGRID3
* xyz -1 1
C 1.96654 -1.83394 0.54228
N 0.67644 -1.39683 -0.02214
C 0.14236 -0.21165 0.65619
C -1.01194 0.38744 -0.13518
S -2.09430 1.78625 0.33902
C 1.17020 0.99844 0.96766
H 2.95326 -1.55190 0.02493
H 1.97464 -1.96179 1.63652
H 1.81498 -2.83157 0.14392
H 0.79083 -1.08887 -0.99676
H -0.16215 -0.52681 1.72594
H -0.51662 0.44303 -1.13688
H -1.66324 -0.50390 -0.40982
H 2.06434 0.42870 1.54030
H 0.66654 1.71724 1.56474
H 1.64613 1.44800 0.11927
H -3.26157 1.28026 -1.40770
H -3.33740 2.04764 -2.87092
O -3.81904 1.37025 -2.28136
*
```

---

DFT (the ωB97M-V functional and the def2-TZVPD basis) results for a cluster of 2 separate species, H4NOPS2 in total.

As for the energy above the lowest of the compared OMol25 structures with the same formula, charge and spin: 4.086 eV. The HOMO energy is -0.314 Eh. For the LUMO energy, the calculation gives -2.3 eV.

```
! wB97M-V def2-TZVPD RIJCOSX def2/J DEFGRID3
* xyz 0 1
N -1.24476 -0.67740 0.05533
O 1.46032 0.35407 1.61851
P 1.61138 -0.06527 0.08745
S 3.00249 -1.32539 -0.44331
S 1.62537 1.89487 -0.84281
H -1.07269 -1.07186 -0.87012
H -1.60291 -1.49444 0.54945
H 0.55396 0.29555 1.91418
H 0.98304 1.41019 -1.92435
*
```

---

DFT (the ωB97M-V functional and the def2-TZVPD basis) results for a structure of composition C19H28IrN2P2.

The HOMO energy (spin up / spin down) is -0.290 / -0.414 Eh. For the LUMO energy (spin up / spin down), the calculation gives -2.6 / -4.9 eV.

```
! wB97M-V def2-TZVPD RIJCOSX def2/J DEFGRID3
* xyz 1 5
C -1.55175 3.19780 -3.90478
C -1.38342 1.88654 -3.47454
C -0.06531 1.33274 -3.44378
C 1.06325 2.20376 -3.69047
C 0.84686 3.52844 -4.13505
C -0.45351 3.99835 -4.25728
C 2.34580 1.68492 -3.39624
C 2.53228 0.29007 -3.59294
C 1.39115 -0.55227 -3.36581
C 1.55306 -1.95560 -3.29907
C 2.78905 -2.49827 -3.58975
C 3.89230 -1.68764 -3.89961
C 3.77298 -0.31667 -3.89235
H -2.57111 3.61094 -3.93287
H 1.73402 4.13773 -4.30186
H -0.62366 5.02608 -4.58289
H 3.23156 2.37448 -3.32166
H 2.93184 -3.57710 -3.52819
H 4.87433 -2.13848 -4.10017
H 4.61576 0.37495 -4.01955
N 0.28348 0.11981 -2.79596
Ir -0.26606 -0.19249 -0.99674
C -2.52364 1.06125 -2.95103
H -2.55621 0.07498 -3.42517
H -3.46407 1.58211 -3.08256
C 0.38158 -2.79554 -2.84104
H -0.51242 -2.56431 -3.44001
H 0.64589 -3.85519 -2.90185
P -2.27914 0.70423 -1.13933
P -0.09793 -2.38463 -1.08691
C 1.30576 -3.10752 -0.15313
H 1.12176 -3.01856 0.92563
H 1.40639 -4.16786 -0.41406
H 2.24385 -2.59695 -0.40816
C -1.53219 -3.40759 -0.73105
H -1.32921 -4.41823 -1.13098
H -1.69338 -3.47235 0.36094
H -2.42727 -2.99217 -1.21827
C -2.40511 2.37188 -0.36024
H -3.29498 2.91026 -0.70257
H -2.44095 2.27258 0.72840
H -1.52466 2.96894 -0.61160
C -3.72642 -0.21103 -0.59389
H -3.84232 -0.10476 0.50136
H -4.61953 0.20558 -1.10396
H -3.63876 -1.28389 -0.84415
H 1.87773 1.47784 -1.16693
H 1.43127 0.95688 -0.70666
N -0.41700 -0.28036 1.11386
H -0.07387 -1.19245 1.42133
H -1.42810 -0.26842 1.32265
H 0.00778 0.48291 1.63665
*
```

---

M for every record listed, in sequence, given in g/mol: 204.3 122.2 129.1 538.6.